(1)
Below is 40 unconnected molecules or ions with the total composition H80O40 in a non-equilibrium geometry, with properties calculated with wB97M-V/def2-TZVPD.

```
120
Properties=species:S:1:pos:R:3
H 0.40 3.86 4.62
H -0.73 4.90 4.35
O 0.14 4.78 4.76
H 6.13 3.31 -0.80
H 6.14 1.91 -0.94
O 5.68 2.55 -1.28
H 2.48 -1.11 -5.03
H 1.63 -2.35 -4.77
O 2.40 -2.01 -5.25
H -4.60 0.59 0.22
H -5.08 0.93 -1.19
O -4.97 1.36 -0.35
H -0.15 -3.82 -5.30
H 0.07 -2.88 -4.12
O 0.47 -3.71 -4.57
H -1.75 5.33 -1.67
O -2.18 4.85 -0.94
H 3.52 1.90 -0.88
O 2.65 2.30 -0.79
H -2.62 -4.89 -2.91
H -1.47 -3.85 -3.51
O -2.30 -4.38 -3.66
H 1.52 -4.18 3.52
H 2.58 -5.27 3.17
O 2.29 -4.26 3.14
H -3.06 -2.40 -1.65
H -4.05 -3.14 -1.00
O -3.96 -2.23 -1.22
H 1.15 4.34 1.56
H -0.24 4.14 2.54
O 0.62 3.81 2.19
H -0.63 -6.04 0.92
O -0.72 -6.83 1.27
H -3.68 -3.98 1.88
H -5.02 -3.38 1.23
O -4.30 -3.21 1.98
H 2.09 -5.32 -2.28
H 2.72 -5.77 -0.98
O 1.88 -5.57 -1.30
H -3.81 0.58 5.51
H -4.00 -1.03 5.32
O -4.21 -0.17 4.93
H 2.93 0.29 -3.03
H 1.69 -0.01 -2.52
O 2.12 0.54 -3.33
H -1.82 4.20 -3.43
H -3.23 3.26 -3.44
O -2.63 3.85 -2.99
H 2.99 2.03 -4.57
H 1.76 1.78 -5.41
O 2.80 1.79 -5.50
H 0.28 -2.75 -1.39
O -0.63 -2.45 -1.71
H -1.54 -2.94 3.37
H -2.30 -3.92 4.25
O -1.71 -3.29 4.23
H 3.61 0.19 3.16
O 3.70 1.14 3.02
H -0.33 4.98 -0.49
H 1.11 4.57 -0.21
O 0.44 5.23 0.09
H 1.31 0.15 2.44
H 1.06 1.26 1.59
O 0.71 0.29 1.73
H -1.38 -4.98 -0.21
H -1.78 -3.78 -0.84
O -2.16 -4.48 -0.46
H 1.56 4.80 -2.72
H 1.12 3.29 -2.83
O 0.86 4.17 -2.67
H 3.50 -0.76 -0.75
H 2.67 -0.39 0.55
O 2.49 -0.73 -0.43
H -3.72 4.19 0.30
H -5.08 3.42 0.03
O -4.51 3.94 0.66
H -0.32 -0.15 5.12
H -0.69 1.31 5.60
O -0.46 0.45 5.88
H -1.02 0.72 0.99
H -2.19 0.49 0.03
O -1.32 0.29 0.13
H 5.65 1.41 2.22
H 5.77 3.11 2.37
O 5.90 2.37 1.83
H -3.08 0.40 -4.59
H -3.53 -0.72 -3.78
O -3.77 0.14 -4.03
H 0.21 -4.07 1.93
O -0.37 -3.59 2.49
H 1.46 -2.20 0.28
H 1.93 -3.58 -0.15
O 1.01 -3.13 0.11
H -0.76 -1.68 -1.13
H -2.74 4.07 -1.34
H 3.20 1.34 3.85
H 2.27 2.86 -0.17
H 0.38 -6.75 1.52
H -0.58 -2.71 1.99
O 5.67 -0.27 -2.18
H 5.55 0.48 -2.69
H 4.87 -0.45 -1.62
O -0.71 2.29 3.81
H -0.43 2.77 3.02
H -0.94 1.46 3.54
O -0.63 1.86 -2.20
H -0.82 1.49 -1.44
H -1.27 1.85 -2.79
O -1.57 -0.26 2.57
H -1.00 -0.46 3.29
H -2.40 0.28 2.86
O 2.02 -1.72 2.20
H 2.50 -2.42 2.49
H 1.08 -2.09 2.11
O -0.90 0.06 -4.44
H -0.65 0.53 -3.75
H -0.40 -0.14 -5.24
O -1.78 5.04 2.38
H -1.48 5.91 1.96
H -2.55 4.85 1.76
```

Calculated values
ΔE to the lowest compared entry with this formula, charge and spin: 1696.1 kJ/mol
Total charge: 0

Atom charges from the Mulliken analysis, given in e for atoms 1 to 2: 0.372, 0.343



(2)
Below is 40 unconnected molecules or ions with the total composition H80O40 in a non-equilibrium geometry, with properties calculated with wB97M-V/def2-TZVPD.

```
120
Properties=species:S:1:pos:R:3
H -2.58 4.46 4.39
H -1.19 4.33 5.19
O -1.94 3.96 4.78
H -1.06 5.11 1.07
H -1.29 4.28 -0.07
O -0.95 5.13 0.13
H 1.34 -4.89 -3.66
H 0.10 -4.33 -4.38
O 0.52 -5.05 -4.16
H -3.37 1.57 -1.24
H -3.37 -0.14 -1.20
O -3.59 0.73 -0.71
H 0.12 4.70 -3.63
H -1.42 3.90 -3.66
O -0.36 3.93 -3.22
H -0.43 -3.52 5.57
O 0.15 -2.69 5.54
H -4.18 3.59 1.00
O -3.93 4.44 1.58
H -4.53 1.93 2.27
H -4.24 1.27 0.81
O -5.00 1.35 1.46
H 4.29 -3.25 1.70
H 2.88 -3.67 1.56
O 3.50 -2.97 1.34
H -3.10 0.63 4.30
H -2.10 1.68 4.22
O -2.12 0.85 4.56
H 4.87 2.94 -2.57
H 3.92 2.59 -1.34
O 4.60 2.25 -1.97
H -0.22 2.89 2.73
O 0.64 2.68 3.14
H 6.09 -0.05 2.55
H 4.81 -0.19 2.89
O 5.59 -0.19 3.32
H 3.71 1.66 3.54
H 2.79 2.56 2.85
O 3.40 1.78 2.67
H -3.42 0.04 -3.34
H -3.27 1.53 -3.76
O -3.68 0.96 -3.09
H 2.67 3.76 0.00
H 2.34 2.38 0.03
O 2.38 2.99 -0.53
H 3.28 1.02 -3.66
H 2.18 2.17 -3.89
O 2.92 1.54 -4.40
H -2.50 1.04 0.67
H -1.69 0.72 1.92
O -1.78 1.44 1.29
H -6.50 -0.23 -0.45
O -6.61 -0.56 -1.32
H 3.16 -1.54 -3.09
H 3.89 -0.54 -2.55
O 3.45 -0.75 -3.32
H -2.40 2.64 -0.62
O -1.72 3.03 -1.00
H -1.97 -2.22 1.46
H -1.60 -1.04 0.49
O -1.26 -1.77 1.12
H 0.62 2.30 -2.61
H 0.51 0.81 -2.35
O -0.11 1.53 -2.57
H 2.21 -2.36 -4.92
H 1.14 -2.15 -5.88
O 1.30 -2.60 -5.04
H 1.13 5.18 0.60
H 2.21 6.10 0.79
O 1.83 5.54 0.10
H 1.47 -1.95 -2.49
H 2.06 -0.99 -1.29
O 1.42 -1.70 -1.49
H -2.16 -1.72 6.17
H -2.69 -0.54 5.57
O -2.89 -1.52 5.73
H 3.76 -3.52 -2.42
H 2.72 -4.22 -1.64
O 3.15 -4.27 -2.53
H -0.48 -3.51 1.79
H 0.15 -3.50 3.13
O -0.57 -3.97 2.55
H 4.01 -2.63 -0.87
H 5.29 -1.47 -0.85
O 4.76 -2.25 -1.31
H 4.66 0.94 -0.45
H 5.68 0.00 -1.13
O 5.47 0.41 -0.16
H -0.63 0.32 3.72
O 0.26 -0.12 3.31
H -0.40 -5.62 -2.15
H -0.62 -6.64 -1.15
O -0.67 -5.80 -1.32
H -5.63 -0.68 -1.55
H 0.34 -2.74 4.58
H -0.99 2.41 -1.05
H -4.73 4.55 2.04
H 1.05 1.88 2.71
H 0.33 -0.58 4.15
O -0.96 -1.15 -2.14
H -0.69 -0.63 -2.80
H -0.40 -1.37 -1.31
O -0.69 2.02 -4.74
H -0.07 1.36 -5.10
H -0.35 2.54 -4.06
O -5.26 -2.51 -2.54
H -5.98 -2.03 -2.63
H -4.82 -2.09 -1.85
O 2.59 -0.11 -0.05
H 3.32 -0.71 0.08
H 2.02 -0.10 0.81
O 2.02 0.37 5.06
H 1.71 -0.48 4.58
H 2.42 0.15 5.97
O -4.44 -4.23 0.48
H -5.32 -4.33 0.40
H -3.77 -4.83 0.39
O -2.30 -2.80 -1.68
H -1.50 -3.09 -1.96
H -2.68 -3.74 -1.93
```

Calculated values
ΔE to the lowest compared entry with this formula, charge and spin: 1805.8 kJ/mol
Total charge: 0

Atom charges from the Mulliken analysis, given in e for atoms 1 to 2: 0.273, 0.260



(3)
Below is 40 unconnected molecules or ions with the total composition H80O40 in a non-equilibrium geometry, with properties calculated with wB97M-V/def2-TZVPD.

```
120
Properties=species:S:1:pos:R:3
H -1.05 -4.37 2.50
H -0.20 -5.64 2.29
O -0.83 -5.06 1.85
H -2.17 1.61 -0.72
H -3.21 1.10 -1.95
O -2.98 1.13 -0.97
H -0.89 5.55 -1.14
H 0.23 6.50 -0.90
O -0.73 6.47 -0.91
H -4.26 -2.17 1.83
H -3.24 -2.72 2.61
O -3.96 -2.09 2.74
H -1.49 -1.87 -1.71
H -0.90 -3.11 -1.72
O -1.15 -2.47 -2.42
H 1.42 -3.65 -4.30
O 0.66 -3.67 -3.70
H 1.51 6.34 1.79
O 0.86 6.62 1.16
H 0.99 -4.93 -0.34
H -0.40 -4.63 0.05
O 0.12 -4.86 -0.75
H 3.07 -0.73 3.02
H 3.76 -1.92 3.75
O 3.82 -1.31 3.00
H 0.49 1.63 0.01
H 0.66 3.13 -0.06
O -0.05 2.44 0.04
H 1.35 -2.84 -0.84
H 0.98 -2.75 -2.33
O 1.57 -2.36 -1.64
H 2.66 1.30 -4.61
O 2.84 1.95 -3.91
H 3.96 0.33 -3.39
H 5.18 -0.06 -2.65
O 4.34 -0.45 -2.95
H -2.21 -4.52 -4.29
H -1.75 -3.14 -4.18
O -2.10 -3.75 -4.86
H -1.44 -3.00 0.59
H -2.53 -1.93 0.16
O -1.61 -2.19 0.09
H 5.70 0.07 1.53
H 5.68 1.38 0.69
O 6.25 0.73 1.09
H 0.20 -0.15 5.35
H 0.49 0.15 3.79
O 0.71 -0.38 4.56
H 2.53 1.71 4.08
H 3.37 1.62 2.76
O 2.53 1.92 3.15
H 3.42 1.19 -0.29
O 3.32 0.86 0.61
H -0.77 -1.66 3.63
H -1.83 -1.16 2.67
O -1.19 -1.88 2.79
H -0.29 1.51 1.65
O -0.53 0.75 2.24
H 0.32 0.01 -3.72
H 1.03 -1.31 -4.15
O 1.08 -0.34 -4.23
H 0.99 0.01 -2.36
H 1.44 -0.32 -0.96
O 1.12 0.43 -1.49
H 1.05 3.59 5.73
H 0.08 2.54 5.56
O 0.97 2.76 5.22
H -3.98 3.42 0.16
H -4.38 3.06 -1.32
O -4.46 3.70 -0.62
H -1.82 -0.08 -2.61
H -0.81 0.99 -2.13
O -1.28 0.68 -2.92
H -4.21 -0.03 1.48
H -3.17 0.56 0.47
O -3.29 -0.10 1.23
H 4.97 -3.97 1.07
H 4.55 -3.18 -0.24
O 4.71 -4.05 0.14
H 2.26 3.79 1.31
H 1.49 5.01 0.73
O 1.94 4.17 0.49
H 2.59 -2.20 -5.50
H 1.32 -1.95 -6.46
O 1.73 -2.50 -5.80
H 2.56 3.74 3.46
H 1.83 5.07 2.89
O 2.49 4.71 3.46
H -5.27 -3.00 -1.85
O -4.75 -2.83 -1.05
H -3.43 0.97 3.81
H -4.62 0.64 4.24
O -4.25 1.49 3.95
H 3.49 -0.10 0.57
H -0.05 -3.80 -4.35
H -1.31 0.58 1.69
H 0.01 7.00 1.38
H 1.96 2.02 -3.51
H -4.58 -1.88 -0.97
O 1.91 -1.34 0.77
H 2.28 -2.13 1.19
H 1.32 -0.89 1.39
O -4.15 -4.51 1.86
H -4.11 -4.18 0.97
H -3.34 -4.79 2.30
O 1.06 -3.50 3.64
H 0.30 -3.10 4.05
H 1.31 -3.03 2.84
O 0.63 3.99 -2.78
H 0.41 3.43 -2.02
H 1.54 4.20 -2.53
O -3.26 -1.08 -3.67
H -2.35 -1.34 -3.81
H -3.79 -1.70 -3.18
O -3.99 1.48 -3.27
H -3.47 2.08 -3.83
H -3.82 0.59 -3.62
O -0.09 4.89 3.22
H -0.16 3.96 3.44
H -0.68 5.63 3.34
```

Calculated values
ΔE to the lowest compared entry with this formula, charge and spin: 710.5 kJ/mol
Total charge: 0

Atom charges from the Mulliken analysis, given in e for atoms 1 to 2: 0.269, 0.314



(4)
Below is 40 unconnected molecules or ions with the total composition H80O40 in a non-equilibrium geometry, with properties calculated with wB97M-V/def2-TZVPD.

```
120
Properties=species:S:1:pos:R:3
H 1.93 0.85 5.73
H 0.44 0.45 5.24
O 1.14 0.46 5.93
H 0.97 -4.39 1.40
H 0.66 -3.20 0.62
O 0.87 -4.16 0.47
H -1.43 2.28 5.23
H -2.49 1.66 4.37
O -1.60 1.39 4.83
H 6.09 1.88 2.40
H 4.72 1.90 2.10
O 5.33 1.57 2.94
H 0.31 2.63 -2.98
H -0.75 1.74 -3.58
O -0.50 2.20 -2.77
H -2.95 -1.70 -0.37
O -2.65 -0.85 -0.09
H -6.35 -0.71 -2.36
O -6.41 0.12 -2.73
H 5.39 -0.02 -2.39
H 5.77 1.31 -3.09
O 5.92 0.73 -2.26
H -2.77 4.04 -2.56
H -4.12 3.93 -2.95
O -3.26 3.96 -3.37
H 1.32 5.07 2.36
H -0.20 5.29 2.61
O 0.45 5.06 1.95
H -1.03 -3.27 -0.35
H -1.22 -2.68 -1.74
O -1.69 -3.10 -1.01
H -0.94 -0.01 -4.89
O -1.47 0.86 -4.74
H 3.30 -1.72 3.78
H 4.44 -0.54 3.77
O 4.10 -1.31 4.27
H -0.32 1.41 2.87
H -0.92 2.19 1.83
O -0.04 1.80 1.99
H 1.36 3.87 4.62
H 0.39 2.63 4.25
O 0.67 3.55 3.93
H 3.46 4.05 2.92
H 2.96 3.53 1.55
O 3.82 3.72 2.06
H -0.43 1.48 0.04
H -0.67 0.63 -1.31
O -0.66 0.61 -0.33
H 2.11 -0.55 -3.40
H 2.73 0.75 -4.10
O 2.88 -0.14 -3.91
H -5.28 -3.62 -1.28
O -6.00 -3.06 -1.41
H -4.61 4.38 0.97
H -3.53 5.45 0.89
O -3.67 4.51 0.96
H -1.73 4.72 -0.52
O -1.72 4.69 -1.45
H -3.34 2.03 -3.96
H -4.53 1.53 -4.33
O -3.78 1.15 -3.89
H 0.94 -3.12 -2.24
H 0.61 -2.38 -3.61
O 0.60 -2.32 -2.69
H -0.40 -4.10 -4.96
H 1.11 -4.11 -4.69
O 0.41 -3.55 -5.03
H -2.80 -4.26 4.01
H -2.48 -3.24 3.03
O -2.36 -3.37 3.97
H 3.08 5.43 0.98
H 3.29 4.57 -0.31
O 2.66 5.12 0.11
H 4.65 -4.02 2.73
H 3.44 -4.98 2.90
O 4.16 -4.70 2.32
H 2.12 4.73 -2.58
H 3.01 4.30 -3.84
O 2.34 4.00 -3.20
H -0.30 0.38 -6.80
H 1.09 -0.53 -6.53
O 0.61 0.34 -6.58
H 5.72 -3.17 1.12
H 6.32 -1.87 1.18
O 5.43 -2.28 1.35
H 1.24 -6.51 -2.57
H 0.86 -5.36 -1.54
O 0.97 -5.59 -2.45
H -4.02 2.72 -0.12
O -4.67 2.02 0.07
H -2.61 -4.62 -0.70
H -4.15 -4.73 -0.40
O -3.44 -4.88 -1.10
H -5.73 -2.24 -1.02
H -1.72 -0.46 -0.04
H -1.01 4.30 -1.92
H -5.66 0.53 -2.37
H -2.37 0.45 -4.79
H -4.26 1.25 0.56
O 1.22 -3.67 3.43
H 0.64 -2.93 3.36
H 1.09 -3.59 4.38
O -0.27 -1.46 4.16
H -0.84 -1.32 4.86
H -0.42 -1.00 3.30
O 1.12 -1.35 0.64
H 1.92 -1.44 0.18
H 0.70 -0.60 0.45
O -3.66 -2.89 1.51
H -3.15 -2.10 0.95
H -4.20 -2.17 1.89
O -2.45 0.69 2.21
H -2.68 -0.20 2.39
H -2.21 0.61 1.25
O 2.47 2.38 0.56
H 1.81 3.10 0.73
H 2.58 2.65 -0.40
O 2.70 -3.79 -1.05
H 3.11 -3.31 -0.38
H 3.36 -4.32 -1.47
```

Calculated values
ΔE to the lowest compared entry with this formula, charge and spin: 1092.9 kJ/mol
Total charge: 0

Atom charges from the Mulliken analysis, given in e for atoms 1 to 2: 0.260, 0.425



(5)
Below is a molecular structure, H8IO4 in a non-equilibrium geometry, with properties calculated with wB97M-V/def2-TZVPD.

```
13
Properties=species:S:1:pos:R:3
I -0.76 1.12 0.83
O 0.58 -1.59 0.13
H 0.12 -0.80 0.38
H 1.28 -1.69 0.77
O -2.89 -0.55 0.04
H -2.15 -0.05 0.39
H -3.44 0.11 -0.39
O 2.09 0.63 0.68
H 1.25 1.03 0.90
H 2.56 1.31 0.20
O 0.38 0.34 -1.65
H 1.03 -0.34 -1.49
H -0.04 0.48 -0.80
```

Calculated values
ΔE to the lowest compared entry with this formula, charge and spin: 285.2 kJ/mol
Total charge: -1

Atom charges from the Mulliken analysis, given in e for atoms 1 to 2: -0.790, -0.598



no.,E (Ha)
1,-3057.111315
2,-3057.069550
3,-3057.486746
4,-3057.341077
5,-603.471874